[1]
Formula: C5H20N2O3
Source: the OMol25 dataset
Level of theory: the ωB97M-V functional and the def2-TZVPD basis

Results
Gap between HOMO and LUMO, eV: 9.31
HOMO level, eV: -9.2
LUMO energy, eV: 0.153
SMILES: CCCCNCN.O.O.O
Spin multiplicity: 1
Net charge: 0

Each atom is followed by the atoms it is bonded to, with distances in Å.
Atoms and positions in Å:
1 C 3.42845 -1.29890 0.56355  C2 1.491, H8 1.190, H9 1.031, H10 1.128
2 C 2.77458 -0.92410 -0.72349  C1 1.491, C3 1.592, H11 1.168, H12 1.180
3 C 1.32118 -1.56576 -0.82740  C2 1.592, C4 1.539, H13 1.141, H14 1.202
4 C 0.40449 -1.45238 0.40350  C3 1.539, N5 1.513, H15 0.976, H16 1.096
5 N -0.80664 -0.57694 0.16848  C4 1.513, C6 1.520, H17 1.044
6 C -1.63673 -0.56885 1.44177  N5 1.520, N7 1.481, H18 1.105, H19 1.129
7 N -2.79151 0.34835 1.30737  C6 1.481, H20 1.043, H21 1.042
8 H 3.11493 -2.31418 1.09927  C1 1.190
9 H 3.06835 -0.74156 1.35245  C1 1.031
10 H 4.55044 -1.38346 0.48778  C1 1.128
11 H 3.36917 -1.35022 -1.63368  C2 1.168
12 H 2.71184 0.22506 -0.98329  C2 1.180
13 H 0.80222 -1.20066 -1.77550  C3 1.141
14 H 1.58678 -2.69688 -1.13419  C3 1.202
15 H 1.03529 -1.03449 1.01985  C4 0.976
16 H -0.05541 -2.36558 0.79941  C4 1.096
17 H -0.60338 0.37480 -0.21076  N5 1.044
18 H -1.98754 -1.58046 1.71557  C6 1.105
19 H -0.94458 -0.14226 2.22480  C6 1.129
20 H -2.42048 1.32141 1.35851  N7 1.043
21 H -3.20278 0.17963 0.36448  N7 1.042
22 H 0.12494 2.47185 0.55156  O24 0.982
23 H -0.80492 2.57545 -0.78608  O24 0.979
24 O -0.76579 2.66665 0.18766  H22 0.982, H23 0.979
25 H 0.97051 4.37746 -0.92116  O27 0.969
26 H -0.16182 4.52748 0.24912  O27 0.931
27 O 0.73446 4.56220 -0.00016  H25 0.969, H26 0.931
28 H -2.26440 -3.08524 -1.75232  O30 0.957
29 H -1.91648 -1.62234 -1.62516  O30 0.961
30 O -2.41086 -2.23832 -2.17240  H28 0.957, H29 0.961

Results of the Löwdin charge analysis, in e, for atoms 1 through 8: C -0.16; C -0.29; C -0.21; C -0.23; N -0.09; C -0.30; N -0.02; H 0.12

---

[2]
Formula: C23H46N2O8
Source: the OMol25 dataset
Level of theory: the ωB97M-V functional and the def2-TZVPD basis

Results
Gap between HOMO and LUMO, eV: 9.44
HOMO level, eV: -9.0
LUMO energy, eV: 0.448
SMILES: CC(=O)N(C)CCCCCOC(=O)OCCNC[C@H](C)O.CC(C)=O.CC(C)=O.CC(C)=O
Spin multiplicity: 1
Net charge: 0

Each atom is followed by the atoms it is bonded to, with distances in Å.
Atoms and positions in Å:
1 C 3.12743 5.87322 0.15565  C2 1.498, H22 1.087, H23 1.082, H24 1.087
2 C 3.39028 4.51727 -0.42459  C1 1.498, O3 1.222, N4 1.380
3 O 3.74126 4.35790 -1.58446  C2 1.222
4 N 3.13869 3.43603 0.39439  C2 1.380, C5 1.464, C6 1.472
5 C 3.09322 3.63832 1.84326  N4 1.464, H25 1.086, H26 1.088, H27 1.083
6 C 3.71539 2.16333 -0.06911  N4 1.472, C7 1.526, H28 1.084, H29 1.087
7 C 2.72067 1.20871 -0.72438  C6 1.526, C8 1.525, H30 1.087, H31 1.090
8 C 2.17026 0.12714 0.19978  C7 1.525, C9 1.523, H32 1.089, H33 1.089
9 C 0.92363 0.57604 0.95173  C8 1.523, C10 1.520, H34 1.088, H35 1.089
10 C -0.33504 0.56181 0.09904  C9 1.520, O11 1.446, H36 1.090, H37 1.087
11 O -1.17200 -0.58104 0.38767  C10 1.446, C12 1.346
12 C -2.49178 -0.36898 0.23190  O11 1.346, O13 1.205, O14 1.330
13 O -3.18787 -0.90145 -0.59478  C12 1.205
14 O -2.89440 0.51806 1.13733  C12 1.330, C15 1.443
15 C -4.27699 0.92924 1.09028  O14 1.443, C16 1.527, H38 1.087, H39 1.087
16 C -4.43838 2.19806 1.92395  C15 1.527, N17 1.448, H40 1.088, H41 1.087
17 N -5.37406 3.15329 1.36844  C16 1.448, C18 1.455, H42 1.008
18 C -4.88371 4.01070 0.30067  N17 1.455, C19 1.558, H43 1.089, H44 1.090
19 C -5.58722 3.84448 -1.07916  C18 1.558, C20 1.508, O21 1.424, H45 1.087
20 C -6.43820 5.03983 -1.42632  C19 1.508, H46 1.091, H47 1.086, H48 1.087
21 O -6.33010 2.63480 -1.18732  C19 1.424, H49 0.966
22 H 2.11161 5.93828 0.53735  C1 1.087
23 H 3.25810 6.58822 -0.64621  C1 1.082
24 H 3.80051 6.10613 0.97624  C1 1.087
25 H 2.15851 4.09644 2.15357  C5 1.086
26 H 3.92239 4.23894 2.21272  C5 1.088
27 H 3.14822 2.66799 2.32222  C5 1.083
28 H 4.51217 2.38707 -0.76879  C6 1.084
29 H 4.16642 1.68540 0.79734  C6 1.087
30 H 3.20380 0.73939 -1.57708  C7 1.087
31 H 1.91223 1.82404 -1.11990  C7 1.090
32 H 2.94331 -0.13739 0.92042  C8 1.089
33 H 1.95590 -0.77197 -0.37573  C8 1.089
34 H 0.73916 -0.07466 1.80397  C9 1.088
35 H 1.07229 1.58209 1.34174  C9 1.089
36 H -0.08358 0.50106 -0.95934  C10 1.090
37 H -0.92476 1.46049 0.25998  C10 1.087
38 H -4.87392 0.10824 1.48005  C15 1.087
39 H -4.57042 1.10011 0.05793  C15 1.087
40 H -4.73964 1.94679 2.93875  C16 1.088
41 H -3.46246 2.66998 2.00168  C16 1.087
42 H -6.24010 2.70178 1.11949  N17 1.008
43 H -3.81862 3.82479 0.17130  C18 1.089
44 H -4.97516 5.05630 0.59611  C18 1.090
45 H -4.81145 3.75222 -1.83551  C19 1.087
46 H -7.20125 5.21666 -0.66752  C20 1.091
47 H -6.91176 4.89230 -2.39295  C20 1.086
48 H -5.81621 5.92938 -1.48809  C20 1.087
49 H -7.17161 2.72914 -0.72290  O21 0.966
50 C 4.06400 -3.85638 -2.83808  C51 1.508, H54 1.088, H55 1.092, H56 1.092
51 C 4.30400 -2.39761 -2.53982  C50 1.508, O52 1.211, C53 1.512
52 O 4.72115 -2.02840 -1.46465  C51 1.211
53 C 3.99236 -1.41229 -3.64413  C51 1.512, H57 1.092, H58 1.091, H59 1.087
54 H 4.31619 -4.46307 -1.97144  C50 1.088
55 H 3.01472 -4.01237 -3.09726  C50 1.092
56 H 4.66816 -4.16213 -3.69459  C50 1.092
57 H 2.93922 -1.48842 -3.92186  C53 1.092
58 H 4.58847 -1.63481 -4.53021  C53 1.091
59 H 4.20975 -0.40164 -3.30790  C53 1.087
60 C 4.36099 -3.86414 1.29380  C61 1.509, H64 1.086, H65 1.092, H66 1.092
61 C 3.78345 -5.21998 0.96930  C60 1.509, O62 1.212, C63 1.506
62 O 4.03558 -5.78153 -0.07467  C61 1.212
63 C 2.88184 -5.83942 2.00438  C61 1.506, H67 1.089, H68 1.092, H69 1.085
64 H 4.98576 -3.52098 0.47471  C60 1.086
65 H 3.55658 -3.14288 1.45215  C60 1.092
66 H 4.94587 -3.92328 2.21387  C60 1.092
67 H 2.02629 -5.19370 2.19884  C63 1.089
68 H 3.42423 -5.95713 2.94495  C63 1.092
69 H 2.52460 -6.80574 1.66317  C63 1.085
70 C -2.67726 -5.91574 -0.56218  C71 1.510, H74 1.087, H75 1.091, H76 1.091
71 C -2.61237 -5.35781 0.83977  C70 1.510, O72 1.209, C73 1.507
72 O -2.01272 -5.92563 1.72238  C71 1.209
73 C -3.33206 -4.05479 1.07685  C71 1.507, H77 1.091, H78 1.092, H79 1.088
74 H -2.12332 -6.84954 -0.61411  C70 1.087
75 H -3.71623 -6.08624 -0.84930  C70 1.091
76 H -2.25681 -5.19667 -1.26723  C70 1.091
77 H -4.39332 -4.16512 0.84942  C73 1.091
78 H -2.92296 -3.27953 0.42633  C73 1.092
79 H -3.21093 -3.75899 2.11671  C73 1.088

Results of the Löwdin charge analysis, in e, for atoms 1 through 8: C 0.00; C -0.51; O 0.05; N -0.10; C -0.06; C -0.15; C -0.16; C -0.20

---

[3]
Formula: C15H26O2
Source: the OMol25 dataset
Level of theory: the ωB97M-V functional and the def2-TZVPD basis

Results
Gap between HOMO and LUMO, eV: 10.22
HOMO level, eV: -9.4
LUMO energy, eV: 0.800
SMILES: CC(C)[C@H]1C[C@]2(C)[C@@]3(C)CCC[C@]2(O)O[C@@H]1C3
Spin multiplicity: 1
Net charge: 0

Each atom is followed by the atoms it is bonded to, with distances in Å.
Atoms and positions in Å:
1 O 0.96488 1.99829 1.46862  C13 1.418, H18 0.909
2 O 1.62701 0.01780 0.70035  C13 1.429, C16 1.495
3 C -1.85653 -1.37166 3.10246  C11 1.607, H19 1.086, H20 1.085, H21 1.058
4 C 0.08104 -2.91488 2.63050  C11 1.467, H22 1.107, H23 1.078, H24 1.088
5 C 2.26132 1.55750 -1.94194  C6 1.529, C8 1.586, H25 1.193, H26 1.094
6 C 2.01936 2.11261 -0.53822  C5 1.529, C13 1.564, H27 1.000, H28 1.099
7 C -1.31133 -0.08642 -2.61284  C14 1.551, H29 1.052, H30 1.074, H31 1.177
8 C 0.89482 1.11849 -2.61684  C5 1.586, C14 1.556, H32 1.063, H33 1.070
9 C -1.13837 2.32736 -0.62080  C15 1.546, H34 1.103, H35 1.120, H36 1.151
10 C 0.57129 -1.16866 -1.30803  C14 1.617, C16 1.515, H37 1.070, H38 1.095
11 C -0.43350 -1.56416 2.38099  C3 1.607, C4 1.467, C17 1.549, H39 1.099
12 C -1.25171 0.08821 0.59818  C15 1.577, C17 1.635, H40 1.158, H41 1.112
13 C 1.01126 1.23550 0.27459  O1 1.418, O2 1.429, C6 1.564, C15 1.571
14 C -0.06445 0.25014 -1.75346  C7 1.551, C8 1.556, C10 1.617, C15 1.603
15 C -0.39878 0.99226 -0.37294  C9 1.546, C12 1.577, C13 1.571, C14 1.603
16 C 0.88088 -1.16598 0.17472  O2 1.495, C10 1.515, C17 1.524, H42 1.096
17 C -0.47553 -1.32818 0.85023  C11 1.549, C12 1.635, C16 1.524, H43 1.113
18 H 1.50484 1.74897 2.15618  O1 0.909
19 H -1.90021 -0.42042 3.62433  C3 1.086
20 H -2.61081 -1.34865 2.32335  C3 1.085
21 H -2.02390 -2.21454 3.71963  C3 1.058
22 H 0.38103 -3.40123 1.68290  C4 1.107
23 H -0.63836 -3.61116 3.03111  C4 1.078
24 H 0.97583 -2.75834 3.22996  C4 1.088
25 H 2.89822 0.55100 -1.87818  C5 1.193
26 H 2.73686 2.28061 -2.61112  C5 1.094
27 H 2.87021 2.12113 -0.01204  C6 1.000
28 H 1.66635 3.14365 -0.68359  C6 1.099
29 H -1.82871 0.71881 -3.04862  C7 1.052
30 H -1.04142 -0.66288 -3.47821  C7 1.074
31 H -2.02036 -0.75380 -1.95074  C7 1.177
32 H 0.38339 1.93904 -3.05768  C8 1.063
33 H 1.07437 0.51293 -3.48087  C8 1.070
34 H -1.42983 2.43913 -1.67895  C9 1.103
35 H -2.19341 2.25991 -0.24998  C9 1.120
36 H -0.58544 3.22476 -0.15885  C9 1.151
37 H 0.01514 -2.06200 -1.50344  C10 1.070
38 H 1.47010 -1.31968 -1.91512  C10 1.095
39 H 0.25744 -0.89024 2.90686  C11 1.099
40 H -1.34530 0.71808 1.56558  C12 1.158
41 H -2.30666 -0.04774 0.27361  C12 1.112
42 H 1.43009 -2.10682 0.29135  C16 1.096
43 H -1.12109 -2.15872 0.48696  C17 1.113

Results of the Löwdin charge analysis, in e, for atoms 1 through 8: O 0.04; O 0.01; C -0.03; C -0.10; C -0.13; C -0.09; C -0.04; C -0.14

---

[4]
Formula: C37H36BF6N3O5S
Source: the OMol25 dataset
Level of theory: the ωB97M-V functional and the def2-TZVPD basis

Results
Gap between HOMO and LUMO, eV: 3.30
HOMO level, eV: -6.6
LUMO energy, eV: -3.264
Spin multiplicity: 1
Net charge: 0

Each atom is followed by the atoms it is bonded to, with distances in Å.
Atoms and positions in Å:
1 C 6.63403 -2.19559 -5.95460  C2 1.482, H26 1.094, H27 1.096, H28 1.096
2 C 6.14054 -2.14603 -4.55761  C1 1.482, C3 1.385, S25 1.744
3 C 6.90091 -2.12925 -3.39976  C2 1.385, C4 1.449, H29 1.078
4 C 6.12113 -2.02972 -2.18212  C3 1.449, C5 1.375, H30 1.083
5 C 4.77410 -1.91077 -2.43261  C4 1.375, B6 1.633, S25 1.743
6 B 3.52848 -1.95472 -1.37738  C5 1.633, C7 1.629, O21 1.451, O24 1.455
7 C 3.20974 -0.37872 -1.11795  B6 1.629, C8 1.378, C20 1.374
8 C 2.27259 0.27877 -1.88439  C7 1.378, C9 1.395, H31 1.089
9 C 2.01823 1.62122 -1.60448  C8 1.395, C10 1.503, C14 1.387
10 C 0.99307 2.36097 -2.41799  C9 1.503, F11 1.369, F12 1.369, F13 1.380
11 F 1.22899 3.70891 -2.44912  C10 1.369
12 F 0.94325 1.92323 -3.71429  C10 1.369
13 F -0.27354 2.19329 -1.89572  C10 1.380
14 C 2.66738 2.27981 -0.57035  C9 1.387, C15 1.385, H32 1.083
15 C 3.61070 1.58208 0.16642  C14 1.385, C16 1.499, C20 1.394
16 C 4.38752 2.24306 1.26472  C15 1.499, F17 1.379, F18 1.374, F19 1.362
17 F 4.23491 1.56521 2.45637  C16 1.379
18 F 5.73583 2.24806 1.00113  C16 1.374
19 F 4.00444 3.53022 1.49007  C16 1.362
20 C 3.88743 0.24071 -0.09569  C7 1.374, C15 1.394, H33 1.088
21 O 2.41862 -2.61497 -2.03805  B6 1.451, C22 1.411
22 C 2.18641 -3.80350 -1.31313  O21 1.411, C23 1.552, H34 1.100, H35 1.105
23 C 2.92118 -3.65346 0.04615  C22 1.552, O24 1.417, H36 1.110, H37 1.102
24 O 3.86511 -2.61044 -0.12276  B6 1.455, C23 1.417
25 S 4.44986 -2.07555 -4.13755  C2 1.744, C5 1.743
26 H 7.72684 -2.24254 -5.95819  C1 1.094
27 H 6.24844 -3.06914 -6.49269  C1 1.096
28 H 6.32708 -1.29937 -6.50655  C1 1.096
29 H 7.97702 -2.18996 -3.40844  C3 1.078
30 H 6.56247 -2.05873 -1.19318  C4 1.083
31 H 1.77207 -0.22122 -2.71183  C8 1.089
32 H 2.45084 3.31749 -0.35034  C14 1.083
33 H 4.64446 -0.29559 0.47213  C20 1.088
34 H 1.09969 -3.91025 -1.17989  C22 1.100
35 H 2.59311 -4.66562 -1.87250  C22 1.105
36 H 2.19145 -3.37122 0.83286  C23 1.110
37 H 3.44241 -4.57927 0.33957  C23 1.102
38 C -5.81785 3.02265 1.53118  N39 1.449, H66 1.092, H67 1.097, H68 1.097
39 N -5.02644 1.85004 1.21787  C38 1.449, C40 1.366, C63 1.457
40 C -5.51156 0.86204 0.40829  N39 1.366, O41 1.231, C42 1.528
41 O -6.63218 0.84676 -0.10158  C40 1.231
42 C -4.41792 -0.19673 0.27378  C40 1.528, C43 1.530, N50 1.465, H69 1.103
43 C -3.93640 -0.36328 -1.16935  C42 1.530, C44 1.515, H70 1.103, H71 1.102
44 C -5.03707 -0.77195 -2.12687  C43 1.515, C45 1.402, C49 1.397
45 C -5.38493 0.06006 -3.20034  C44 1.402, C46 1.398, H72 1.093
46 C -6.46790 -0.27283 -4.01962  C45 1.398, C47 1.401, H73 1.096
47 C -7.16741 -1.46841 -3.80923  C46 1.401, C48 1.403, H74 1.096
48 C -6.77712 -2.32965 -2.77277  C47 1.403, C49 1.400, H75 1.095
49 C -5.70222 -1.98631 -1.94436  C44 1.397, C48 1.400, H76 1.096
50 N -3.37396 0.30119 1.17306  C42 1.465, C51 1.351, C63 1.481
51 C -2.21261 -0.37562 1.30664  N50 1.351, C52 1.397, H77 1.095
52 C -1.12453 0.02872 2.08365  C51 1.397, C53 1.396, H78 1.086
53 C 0.08846 -0.64379 2.23833  C52 1.396, C54 1.446, H79 1.090
54 C 1.03535 -0.23369 3.25131  C53 1.446, C55 1.421, C62 1.430
55 C 0.90593 0.96027 4.01170  C54 1.421, C56 1.407, H80 1.092
56 C 1.87279 1.30690 4.97294  C55 1.407, N57 1.429, C60 1.403
57 N 1.79374 2.57515 5.62748  C56 1.429, O58 1.253, O59 1.253
58 O 2.72159 2.88773 6.40914  N57 1.253
59 O 0.81925 3.32887 5.39756  N57 1.253
60 C 2.96480 0.46861 5.24578  C56 1.403, C61 1.397, H81 1.084
61 C 3.05295 -0.74830 4.56540  C60 1.397, C62 1.390, H82 1.089
62 C 2.10639 -1.10938 3.61372  C54 1.430, C61 1.390, H83 1.096
63 C -3.70932 1.60493 1.79047  N39 1.457, N50 1.481, C64 1.535, C65 1.536
64 C -2.74962 2.72007 1.35390  C63 1.535, H84 1.100, H85 1.098, H86 1.094
65 C -3.83158 1.52732 3.32013  C63 1.536, H87 1.100, H88 1.094, H89 1.099
66 H -6.75856 2.95758 0.98007  C38 1.092
67 H -6.03154 3.07831 2.60602  C38 1.097
68 H -5.29093 3.94011 1.24060  C38 1.097
69 H -4.80929 -1.15824 0.64679  C42 1.103
70 H -3.49100 0.58928 -1.50080  C43 1.103
71 H -3.14237 -1.12679 -1.17426  C43 1.102
72 H -4.82186 0.98454 -3.35443  C45 1.093
73 H -6.76457 0.40885 -4.82554  C46 1.096
74 H -8.01608 -1.73116 -4.45143  C47 1.096
75 H -7.30816 -3.27149 -2.60231  C48 1.095
76 H -5.38301 -2.64644 -1.13005  C49 1.096
77 H -2.18303 -1.34212 0.79194  C51 1.095
78 H -1.25509 0.90105 2.71752  C52 1.086
79 H 0.27051 -1.59142 1.73063  C53 1.090
80 H 0.06602 1.64729 3.89114  C55 1.092
81 H 3.71141 0.80802 5.95492  C60 1.084
82 H 3.89618 -1.40534 4.77372  C61 1.089
83 H 2.14059 -2.09305 3.13113  C62 1.096
84 H -2.74546 2.78430 0.25564  C64 1.100
85 H -3.10333 3.67184 1.77241  C64 1.098
86 H -1.73382 2.52185 1.70813  C64 1.094
87 H -4.60993 0.79296 3.57372  C65 1.100
88 H -2.88570 1.22804 3.78173  C65 1.094
89 H -4.12841 2.51321 3.70424  C65 1.099

Results of the Löwdin charge analysis, in e, for atoms 1 through 8: C -0.13; C -0.61; C -0.15; C -0.13; C -0.36; B -0.95; C -0.05; C 0.05

---

- Which of these has the lowest LUMO energy?
  C37H36BF6N3O5S

---

- Look up the HOMO level of the third one.
  -9.4 eV

---

- Among the records above, which one has the lowest HOMO level?
  C15H26O2